1.
Molecular formula: C32H46IrN2O2S4SbSe
Method: DFT, ωB97M-V/def2-TZVPD

For the gap between HOMO and LUMO (alpha / beta), the calculation gives 4.66 / 5.46 eV. The value obtained for the HOMO energy (alpha / beta) is -0.03014 / -0.05984 Eh. As for the spin multiplicity: 5. The net charge is -2.

Geometry (Å):
Ir -1.8831 -0.4494 -1.3940
C 5.5668 1.1803 -0.5346
C 5.1080 0.9914 -1.9827
C 5.0780 2.3403 -2.7212
C 6.1002 0.0974 -2.6683
C 3.7196 0.3761 -1.9603
C 2.6355 1.0491 -1.4051
C 1.3801 0.4725 -1.3435
Se -0.0487 1.6676 -0.9246
C -0.4566 1.6366 0.9299
C -0.0839 2.6766 1.7767
C -0.6148 2.8209 3.0597
C -1.5746 1.8964 3.4360
C -2.0294 0.8597 2.6114
C -1.3547 0.6437 1.3900
O -1.5266 -0.4369 0.6722
C -3.2456 0.1000 3.0818
C -4.4540 1.0749 3.1190
C -3.6760 -1.0245 2.1419
C -3.0491 -0.4820 4.4812
C -0.2153 3.9955 3.9200
C -1.1426 4.1571 5.1264
C 1.2130 3.7731 4.3853
C -0.2960 5.3040 3.1070
C 1.1339 -0.8502 -1.7747
O 0.0021 -1.4644 -1.6072
C 2.2268 -1.5043 -2.4518
C 3.4623 -0.8843 -2.4800
C 2.0371 -2.8221 -3.2075
C 3.3455 -3.3282 -3.8571
C 1.0356 -2.6144 -4.3583
C 1.5595 -3.9449 -2.2759
H 6.6020 1.5151 -0.4748
H 5.4525 0.2730 0.0504
H 4.9639 1.9448 -0.0435
H 6.0909 2.7721 -2.6820
H 4.3785 3.0893 -2.3139
H 4.8089 2.2098 -3.7677
H 7.1029 0.5412 -2.6920
H 5.8483 -0.0862 -3.7338
H 6.1862 -0.8997 -2.1897
H 2.7778 2.0640 -1.0217
H 0.6036 3.4261 1.4168
H -2.0393 1.9781 4.4119
H -4.5899 1.5220 2.1152
H -4.3086 1.8849 3.8454
H -5.3350 0.5200 3.4057
H -3.9182 -0.6275 1.1398
H -4.5817 -1.4992 2.5475
H -2.8782 -1.7855 2.0169
H -2.8112 0.2840 5.1880
H -2.2498 -1.2641 4.4677
H -3.9557 -1.0136 4.8337
H -1.0874 3.2709 5.7513
H -2.1721 4.3121 4.8188
H -0.8286 5.0027 5.7608
H 1.2851 2.8363 4.9723
H 1.5580 4.5572 5.0801
H 1.9291 3.7190 3.5416
H -1.2991 5.4490 2.7136
H 0.4042 5.2906 2.2431
H -0.0457 6.1453 3.7463
H 4.2685 -1.3834 -2.9737
H 3.7223 -2.6122 -4.6025
H 3.1241 -4.2892 -4.3177
H 4.1269 -3.4853 -3.1050
H 1.3857 -1.8601 -5.0812
H 0.0752 -2.2932 -4.0058
H 0.9255 -3.5675 -4.8718
H 2.2827 -4.1417 -1.4865
H 1.4868 -4.8646 -2.8807
H 0.5882 -3.7431 -1.8614
S -6.1965 -1.1325 -4.0843
Sb -4.3967 0.3408 -4.2835
S -3.7496 0.7543 -1.1628
S -2.1346 -0.5600 -3.5845
S -3.6673 1.2310 -6.3294
C -4.8189 -2.8471 -1.4121
C -3.5741 -3.2820 -0.7495
N -2.4652 -2.6098 -0.6546
C -1.5430 -3.3976 -0.0234
C -2.1038 -4.5979 0.2533
N -3.4077 -4.5086 -0.2202
H -5.2548 -1.9961 -0.9116
H -5.5628 -3.6269 -1.4054
H -4.6097 -2.5496 -2.4476
H -0.5491 -3.0097 0.1298
H -1.6933 -5.4870 0.7302
H -4.1031 -5.2207 -0.0978

Mulliken atomic charge list, values in e, 8 entries: 3.84 -1.69 2.26 -1.71 -2.12 -0.78 -0.27 0.13

=====

2.
Molecular formula: C32H46N4O2PbSSi
Method: DFT, ωB97M-V/def2-TZVPD

For the gap between HOMO and LUMO, the calculation gives 1.80 eV. The value obtained for the HOMO energy is -0.43881 Eh. The net charge is +2.

Geometry (Å):
C 3.9531 -3.7958 3.7382
C 3.5622 -2.4288 3.8685
C 2.8148 -0.9325 3.8796
C 1.9377 -0.7981 2.4950
C 2.8195 -1.5093 1.2700
N 3.6416 -1.6115 0.2463
C 0.5984 -1.7464 2.6987
C 0.1592 -2.5927 1.3650
C -1.4182 -3.1309 1.5048
C -2.1610 -3.2670 0.0156
C -3.3573 -2.1673 -0.2176
C -3.1805 -1.2840 -1.6232
C -4.5447 -0.4445 -1.9738
C -4.2978 0.9412 -2.8316
Si -3.3994 2.3392 -1.8326
C -1.4760 2.0306 -2.0247
C -3.7134 4.1194 -2.5453
C -3.9972 2.1860 0.0211
C -2.9150 1.9732 1.2556
C -3.3026 1.7857 2.8406
C -4.8889 1.8510 3.2908
C -5.9982 2.0964 2.0921
C -5.5960 2.2555 0.4795
C 1.4618 0.7403 2.1386
O 0.4460 0.5980 1.0429
C 0.8058 1.4358 3.5006
N 0.2722 2.1137 4.4951
C 2.6723 1.7349 1.6556
C 2.2046 2.9998 0.7234
C 3.4644 3.7057 -0.1120
C 4.2407 2.6722 -1.1205
C 3.2667 1.8338 -2.1411
C 4.1374 0.5003 -2.6187
C 3.2374 -0.6453 -3.3709
S 4.4188 -2.1160 -3.6704
C 3.7328 -3.6813 -2.8913
N 3.0117 -4.8668 -3.5348
N 2.6301 -5.8527 -2.6286
C 3.0682 -5.4357 -1.2167
O 3.7353 -4.1462 -1.4821
H 4.0272 -4.9270 3.3649
H 3.6357 -0.0856 4.0036
H 2.0653 -0.8972 4.8079
H 0.7914 -2.5485 3.5612
H -0.3107 -1.0918 3.0840
H 0.8718 -3.5020 1.1098
H 0.1555 -1.9127 0.3906
H -1.3558 -4.1946 2.0140
H -2.0743 -2.4263 2.1797
H -2.6392 -4.3569 0.0149
H -1.4066 -3.2325 -0.8788
H -4.4191 -2.7059 -0.2762
H -3.4205 -1.4706 0.7411
H -2.2196 -0.6064 -1.4595
H -2.9798 -2.0134 -2.5336
H -5.2687 -1.1180 -2.6404
H -5.1362 -0.2370 -0.9757
H -3.7886 0.7428 -3.8873
H -5.3862 1.3535 -3.0948
H -0.8922 2.1517 -1.0175
H -1.2413 1.0031 -2.5766
H -1.0564 2.8724 -2.7530
H -2.7340 4.7932 -2.4687
H -4.5444 4.7014 -1.9469
H -3.9535 3.9790 -3.6866
H -1.7820 1.9564 0.9629
H -2.4456 1.6080 3.6391
H -5.1644 1.7131 4.4302
H -7.1269 2.1632 2.4347
H -6.3783 2.4397 -0.3721
H 1.0400 0.4741 0.2204
H 3.5805 1.1730 1.1394
H 3.1292 2.2094 2.6512
H 1.7466 3.8698 1.3959
H 1.3928 2.7539 -0.0826
H 2.9471 4.5243 -0.8097
H 4.2087 4.2740 0.6181
H 4.8582 1.8784 -0.4927
H 4.9788 3.3001 -1.7948
H 3.1112 2.4701 -3.1372
H 2.2149 1.5564 -1.7098
H 5.0691 0.8251 -3.2826
H 4.5714 0.0366 -1.6267
H 2.9172 -0.2977 -4.4591
H 2.2889 -1.0007 -2.7829
H 2.9029 -6.0109 -0.1935
Pb 3.1731 -3.6476 1.3938

Mulliken atomic charge list, values in e, 8 entries: -0.66 0.10 -0.09 1.10 -0.06 -0.57 -0.71 0.37

=====

3.
Molecular formula: C32H46N4O4PS4Sn
Method: DFT, ωB97M-V/def2-TZVPD

For the gap between HOMO and LUMO (alpha / beta), the calculation gives 2.45 / 5.37 eV. The value obtained for the HOMO energy (alpha / beta) is 0.04609 / -0.06164 Eh. As for the spin multiplicity: 2. The net charge is -2.

Geometry (Å):
Sn -1.0880 0.3585 0.0277
C -2.1386 1.3787 5.4283
C -0.9841 0.9873 4.5396
O -0.2217 2.1828 4.2018
P 0.0082 2.4429 2.6349
S 0.9930 0.8828 1.8757
S -1.6478 2.9821 1.7384
O 0.9764 3.7323 2.6927
C 2.3738 3.5931 2.9890
C 3.1758 3.8598 1.7352
H -2.6964 0.4846 5.7156
H -2.8072 2.0534 4.8904
H -1.7853 1.8851 6.3304
H -1.3500 0.4948 3.6361
H -0.3031 0.2988 5.0369
H 2.5810 2.5931 3.3713
H 2.5996 4.3138 3.7757
H 2.9669 3.0948 0.9858
H 4.2462 3.8532 1.9627
H 2.9133 4.8318 1.3117
C 3.7149 3.1214 -4.3520
C 2.6647 3.0062 -3.2717
C 2.1094 4.1485 -2.7117
C 1.1570 4.0047 -1.6916
C 0.5497 5.2097 -1.0129
C 0.7730 2.7474 -1.2830
C 1.2778 1.5407 -1.8500
C 2.2735 1.7385 -2.8492
N 0.7887 0.3613 -1.3908
C 1.3668 -0.9243 -1.7641
C 2.8606 -1.0444 -1.3790
C 3.3957 -2.4475 -1.6922
C 2.6331 -3.4848 -0.8638
C 1.1458 -3.4130 -1.2207
C 0.9512 -3.7289 -2.7076
C 1.7157 -2.6977 -3.5440
C 3.2062 -2.7527 -3.1838
C 1.1716 -1.2924 -3.2540
C 0.6241 -1.9989 -0.9429
H 3.8969 4.1666 -4.6110
H 3.4107 2.5953 -5.2611
H 4.6641 2.6848 -4.0285
H 2.4192 5.1347 -3.0448
H 0.9646 6.1386 -1.4128
H 0.7238 5.1803 0.0655
H -0.5374 5.2302 -1.1394
H 0.0527 2.6946 -0.4751
H 2.7530 0.8971 -3.3235
H 2.9470 -0.8278 -0.3085
H 3.4626 -0.3017 -1.9025
H 4.4612 -2.4932 -1.4476
H 2.7619 -3.2731 0.2028
H 3.0261 -4.4907 -1.0541
H 0.5826 -4.1233 -0.6126
H -0.1156 -3.6843 -2.9512
H 1.3053 -4.7420 -2.9333
H 1.5917 -2.9228 -4.6077
H 3.7642 -2.0280 -3.7886
H 3.6072 -3.7477 -3.4115
H 0.1000 -1.2398 -3.4762
H 1.6670 -0.5707 -3.9043
H 0.7299 -1.7706 0.1247
H -0.4439 -1.9681 -1.1911
C -1.9743 4.0164 -4.0059
C -2.1551 3.1382 -2.8513
N -2.2164 2.4111 -1.9678
H -2.9026 4.1015 -4.5664
H -1.1982 3.6075 -4.6492
H -1.6648 5.0043 -3.6706
N -4.9340 0.1111 -2.1809
C -4.0771 -0.9040 -1.8960
N -4.4193 -1.6483 -0.8260
S -2.6861 -1.1600 -2.7797
H -5.8619 0.0529 -1.7934
H -4.8661 0.4819 -3.1128
H -4.8422 -1.1413 -0.0555
H -3.6358 -2.1808 -0.4465
O -4.1652 -6.3005 6.0004
C -2.9148 -5.6586 5.9144
O -2.0357 -6.0994 6.6639
C -2.8163 -4.6001 4.9817
C -1.5242 -4.0467 4.6605
C -1.3653 -3.0952 3.6899
C -2.4694 -2.5723 2.9551
S -2.2790 -1.3688 1.6639
C -3.7483 -3.0464 3.3087
C -3.9342 -4.0129 4.2749
H -4.6863 -5.9896 5.2519
H -0.6670 -4.4234 5.2053
H -0.3715 -2.7181 3.4650
H -4.6178 -2.6176 2.8152
H -4.9576 -4.2767 4.5289

Mulliken atomic charge list, values in e, 8 entries: 0.84 -1.35 0.31 -0.38 1.01 -0.38 -0.48 -0.48

=====

4.
Molecular formula: C32H46N5NiOP2S
Method: DFT, ωB97M-V/def2-TZVPD

For the gap between HOMO and LUMO (alpha / beta), the calculation gives 7.34 / 6.94 eV. The value obtained for the HOMO energy (alpha / beta) is -0.34660 / -0.34619 Eh. The net charge is +1.

Geometry (Å):
Ni -0.1428 -0.5045 -0.2982
C 1.8839 -1.9371 -3.2860
C 2.4941 -0.5880 -2.8966
C 3.9933 -0.5769 -3.2002
P 1.9698 -0.1216 -1.1805
C 3.2424 -0.6642 0.0518
C 4.5262 0.1585 0.1099
C 3.5405 -2.1614 -0.0501
C 1.9465 1.6795 -1.0877
C 2.9121 2.5248 -1.6448
C 2.8841 3.8864 -1.4307
C 1.8904 4.4042 -0.5980
C 0.9172 3.6003 -0.0466
C 0.8836 2.2130 -0.3161
N -0.0753 1.3583 0.1400
C -1.2238 1.7651 0.8274
C -2.0204 2.8551 0.4733
C -3.1507 3.1632 1.2181
C -3.5048 2.4008 2.3225
C -2.7378 1.2921 2.6579
C -1.6237 0.9542 1.9047
P -0.5676 -0.5155 2.1215
C 0.6476 0.1158 3.3894
C 1.3909 1.3598 2.9023
C 1.6456 -0.9317 3.8880
C -1.5849 -1.7261 3.0922
C -2.9622 -1.9985 2.4852
C -0.8711 -3.0782 3.2577
H 2.1806 -2.1952 -4.3044
H 0.7964 -1.9057 -3.2480
H 2.2267 -2.7406 -2.6297
H 2.0137 0.1814 -3.5108
H 4.5117 -1.3779 -2.6728
H 4.4811 0.3610 -2.9465
H 4.1403 -0.7468 -4.2684
H 2.6963 -0.4965 0.9868
H 5.1312 0.0299 -0.7875
H 5.1270 -0.1730 0.9598
H 4.3216 1.2207 0.2388
H 4.2153 -2.3794 -0.8785
H 2.6402 -2.7585 -0.1945
H 4.0312 -2.5034 0.8633
H 3.7050 2.1022 -2.2474
H 3.6316 4.5320 -1.8696
H 1.8798 5.4635 -0.3718
H 0.1749 4.0406 0.6035
H -1.7569 3.4610 -0.3846
H -3.7553 4.0162 0.9354
H -4.3726 2.6621 2.9130
H -3.0200 0.6891 3.5124
H 0.0095 0.4172 4.2282
H 2.0359 1.1465 2.0475
H 2.0236 1.7307 3.7109
H 0.7102 2.1603 2.6159
H 2.1312 -1.4597 3.0619
H 1.1853 -1.6700 4.5402
H 2.4303 -0.4380 4.4640
H -1.7104 -1.2732 4.0822
H -2.8614 -2.4643 1.5057
H -3.5624 -1.1030 2.3502
H -3.5044 -2.6861 3.1385
H -1.0967 -3.7192 2.4048
H -1.2436 -3.5883 4.1471
H 0.2103 -3.0084 3.3489
C -5.3814 0.0539 -0.8257
N -4.1765 0.4326 -1.5580
C -4.1813 1.4048 -2.4950
C -3.0421 1.8121 -3.0913
C -1.8291 1.1988 -2.6599
N -1.8170 0.2053 -1.7817
C -2.9830 -0.1817 -1.1750
O -3.0019 -1.0214 -0.2877
N -0.6595 1.6202 -3.1746
H -6.2328 0.5639 -1.2687
H -5.2810 0.3371 0.2212
H -5.5233 -1.0222 -0.8808
H -5.1453 1.8351 -2.7300
H -3.0474 2.5929 -3.8356
H -0.6578 2.4630 -3.7244
H 0.1896 1.4320 -2.6599
S -0.2614 -4.9465 -0.6000
C -1.1519 -4.2429 -1.8792
C -1.0997 -2.8944 -1.7929
N -0.3733 -2.4192 -0.7265
C 0.1150 -3.4009 -0.0166
H -1.6577 -4.8418 -2.6175
H -1.5635 -2.1919 -2.4650
H 0.7017 -3.2436 0.8740

Mulliken atomic charge list, values in e, 8 entries: -0.78 -1.09 1.01 -1.49 1.28 2.31 -1.72 -1.54

=====

5.
Molecular formula: C32H47BBaN9OS
Method: DFT, ωB97M-V/def2-TZVPD

For the gap between HOMO and LUMO, the calculation gives 6.43 eV. The value obtained for the HOMO energy is -0.15908 Eh. The net charge is -1.

Geometry (Å):
Ba 11.5751 13.0042 9.5538
N 11.9402 15.9855 13.7579
C 12.0366 15.3688 12.5667
S 11.5845 13.7087 12.5556
N 12.5057 16.2135 11.6315
N 12.7509 15.8447 10.3658
C 11.7696 16.2973 9.5255
C 10.3786 16.5893 9.8427
C 9.9766 17.8094 10.3669
C 8.6968 18.2937 10.3736
C 7.6561 17.4491 9.9815
C 7.9556 16.1065 9.8196
C 9.3190 15.6525 9.5737
O 9.5465 14.3979 9.2361
H 11.4562 15.5711 14.5142
H 11.9121 16.9780 13.7292
H 12.1028 16.3440 8.5187
H 10.7352 18.4618 10.7682
H 8.5658 19.3705 10.6098
H 6.6705 17.8273 9.8008
H 7.1182 15.4145 9.7693
C 13.9199 11.0551 14.5354
C 14.2329 11.6567 13.1788
C 15.0053 12.8181 12.9324
C 15.1787 12.8086 11.5083
N 14.4200 11.8745 10.9638
N 13.7618 11.1941 11.9813
B 12.8677 9.9091 11.7091
N 13.0753 9.5748 10.1771
N 12.5489 10.3269 9.0673
C 12.8450 9.6567 7.9645
C 13.4252 8.4304 8.3108
C 13.6063 8.4137 9.7161
C 14.1589 7.3369 10.6068
C 12.5181 10.1171 6.6052
C 11.8666 11.5439 6.4993
C 13.8391 10.0990 5.8645
C 11.6606 9.0498 5.9042
N 11.3332 10.1665 12.1169
N 10.4637 10.7484 11.1279
C 9.2094 10.6786 11.6144
C 9.2152 9.9812 12.8342
C 10.5808 9.6144 13.0911
C 11.0377 8.6528 14.1101
C 8.0927 11.2217 10.8343
C 8.3580 11.4505 9.3434
C 7.5980 12.4735 11.5458
C 6.9840 10.1452 10.9687
C 16.1889 13.6069 10.7065
C 17.6283 13.3524 11.2712
C 15.9359 15.0818 10.8691
C 16.0521 13.2077 9.2353
H 14.5485 11.5869 15.2412
H 14.2100 10.0131 14.5128
H 12.8530 11.1383 14.8155
H 15.4360 13.5001 13.6379
H 13.2637 9.0263 12.4152
H 13.7060 7.6451 7.6180
H 14.6386 6.5623 10.0016
H 13.3798 6.8845 11.2599
H 14.9701 7.8090 11.1865
H 12.5140 12.3167 6.8593
H 10.8758 11.5552 7.0090
H 11.6516 11.7309 5.4518
H 14.5836 10.8665 6.2530
H 13.6325 10.3102 4.8133
H 14.3071 9.0923 5.8989
H 10.6909 8.8982 6.4711
H 12.2050 8.0761 5.9026
H 11.4408 9.3285 4.8568
H 8.3372 9.8483 13.4639
H 10.1268 8.2764 14.5036
H 11.6020 9.1642 14.8873
H 11.6212 7.8672 13.6192
H 8.8019 12.3871 9.0868
H 7.3823 11.3715 8.8001
H 8.9600 10.5896 8.9578
H 8.3703 13.2582 11.7013
H 7.1104 12.1821 12.5122
H 6.8007 12.9347 10.8801
H 7.1071 9.2491 10.3478
H 6.0195 10.5801 10.6699
H 6.8721 9.8390 12.0366
H 17.6523 13.6658 12.3256
H 18.2957 13.9626 10.6198
H 17.9129 12.2818 11.1132
H 16.2876 15.4236 11.8802
H 14.8542 15.3634 10.7465
H 16.4746 15.6062 10.0869
H 16.3560 12.1429 9.0198
H 16.6126 13.9676 8.6542
H 15.0290 13.2881 8.9084

Mulliken atomic charge list, values in e, 8 entries: 0.56 -0.48 0.54 -0.25 -0.61 -0.18 -1.48 0.87